Entry 1:
This record from the OMol25 dataset describes 6 unconnected molecules or ions with the total composition C18H48O10. The level of theory is ωB97M-V/def2-TZVPD.

```
! RIJCOSX wB97M-V def2-TZVPD def2/J DEFGRID3
* xyz 0 1
C 3.5826 1.3290 2.7165
O 3.5186 0.4674 1.6131
C 3.7972 1.1441 0.4005
C 3.6667 0.1640 -0.7541
O 2.4469 -0.5245 -0.6245
C 2.3455 -1.6743 -1.4394
H 4.6205 1.5420 3.0134
H 3.0926 0.8288 3.5510
H 3.0987 2.2948 2.5307
H 4.8334 1.5014 0.4274
H 3.0583 1.9414 0.2690
H 4.5071 -0.5396 -0.7441
H 3.6799 0.7226 -1.6976
H 2.8739 -1.5362 -2.3913
H 1.2915 -1.8516 -1.6575
H 2.7717 -2.5604 -0.9584
C -4.3263 -0.3411 -2.1743
O -3.3885 -1.2508 -1.6668
C -2.0754 -0.7256 -1.6230
C -1.3543 -0.6970 -2.9471
O -1.0310 -2.0114 -3.3398
C -0.1018 -2.0572 -4.3847
H -4.0707 0.0307 -3.1738
H -4.4460 0.5170 -1.4994
H -5.2848 -0.8507 -2.2635
H -1.4940 -1.3074 -0.9110
H -2.1250 0.3095 -1.2492
H -0.4361 -0.1047 -2.7947
H -1.9188 -0.1898 -3.7395
H 0.3069 -3.0666 -4.4492
H 0.7259 -1.3537 -4.2220
H -0.5421 -1.8272 -5.3651
C -0.2842 2.8945 0.5011
O 0.0508 4.2047 0.1245
C 1.3079 4.6008 0.6043
C 1.4570 6.1028 0.4839
O 1.1579 6.6929 1.7181
C 1.2212 8.0945 1.6776
H -1.1872 2.6161 -0.0410
H -0.4662 2.7656 1.5747
H 0.4902 2.1576 0.2420
H 2.1062 4.0968 0.0442
H 1.4149 4.3725 1.6736
H 0.7908 6.4812 -0.3053
H 2.4784 6.3551 0.1549
H 0.5002 8.5049 0.9561
H 2.2237 8.4746 1.4522
H 0.9219 8.4751 2.6543
C -3.1672 -4.3426 2.3416
O -2.4509 -4.9128 1.2824
C -2.1156 -3.9497 0.3080
C -1.2054 -4.5230 -0.7273
O 0.0923 -4.7316 -0.2119
C 0.9725 -5.1586 -1.2164
H -2.6120 -3.5270 2.8217
H -3.3765 -5.1292 3.0637
H -4.1321 -3.9371 2.0003
H -1.5896 -3.1236 0.8097
H -3.0004 -3.5721 -0.2216
H -1.1689 -3.8168 -1.5705
H -1.6108 -5.4662 -1.1254
H 0.6900 -6.1531 -1.5829
H 1.9742 -5.1860 -0.7881
H 0.9932 -4.4643 -2.0693
C -2.7415 0.5429 2.3720
O -3.7804 1.0045 3.2271
H -2.1724 1.3684 1.9428
H -2.0769 -0.1731 2.8569
H -3.1987 0.0236 1.5276
H -3.3799 1.2551 4.0630
C 0.5047 -1.3909 1.8122
O 0.0651 -0.4934 0.8048
H -0.2237 -1.4138 2.6147
H 0.6064 -2.4059 1.3967
H 1.5191 -1.1423 2.1387
H 0.7785 -0.3939 0.1632
*
```

Computed properties:
SMILES	COCCOC.COCCOC.COCCOC.COCCOC.CO.CO
ΔE to the lowest compared entry with this formula, charge and spin	278.3	kJ/mol
strongest force on any atom	0.02533	hartree/bohr
HOMO	-9.36	eV
orbital gap	0.36599	hartree

=====

Entry 2:
This record from the OMol25 dataset describes a molecular structure, C18H48O6. The level of theory is ωB97M-V/def2-TZVPD.

```
! RIJCOSX wB97M-V def2-TZVPD def2/J DEFGRID3
* xyz 0 1
C 2.7676 1.3021 1.1983
C 3.7793 2.2283 0.5625
C 5.1610 1.5501 0.3430
O 3.2371 2.6966 -0.6914
H 2.6024 0.4364 0.5569
H 1.7802 1.7589 1.1320
H 2.8834 1.1313 2.2685
H 3.9954 3.1320 1.1325
H 4.9481 0.7313 -0.3443
H 5.5144 1.0981 1.2697
H 5.9100 2.2180 -0.0823
H 2.7198 3.4963 -0.5713
C -5.6031 1.6992 -1.3072
C -4.4687 1.8733 -2.3035
C -3.8892 0.6318 -2.8981
O -4.8587 2.6733 -3.3532
H -6.3028 0.9394 -1.6554
H -6.1088 2.6599 -1.2102
H -5.2408 1.3094 -0.3559
H -3.6213 2.3117 -1.7766
H -4.5795 0.0870 -3.5423
H -3.2992 -0.0606 -2.2976
H -3.1952 0.9955 -3.6559
H -4.1388 2.7802 -3.9792
C 1.0948 -0.4054 -0.2071
C -0.0561 0.3314 -0.8955
C -1.3581 -0.4891 -1.2607
O -0.4871 1.4307 -0.0956
H 1.5463 -1.1726 -0.8359
H 0.6297 -0.7331 0.7227
H 1.9039 0.1821 0.2268
H 0.2426 0.7099 -1.8731
H -1.9856 -0.1490 -2.0846
H -1.9551 -0.6987 -0.3732
H -1.0717 -1.4714 -1.6362
H -1.1455 1.2771 0.5859
C 2.4215 -1.6229 2.0420
C 3.2706 -1.2407 3.1589
C 4.7546 -1.3729 2.9762
O 2.9059 0.1127 3.6351
H 2.6589 -2.5702 1.5579
H 2.4399 -0.9212 1.2081
H 1.4323 -1.6432 2.4993
H 3.0610 -1.9113 3.9923
H 5.3463 -0.8147 3.7017
H 5.1771 -1.0713 2.0178
H 5.1288 -2.3885 3.1052
H 3.2478 0.2476 4.5220
C 0.5088 -5.6523 -1.9347
C 0.0973 -4.4990 -2.7554
C -0.1098 -3.2795 -1.9744
O 1.0167 -4.3221 -3.8014
H 0.6365 -6.5697 -2.5092
H -0.2435 -5.8443 -1.1697
H 1.4729 -5.6186 -1.4273
H -0.8030 -4.8044 -3.2885
H -0.9821 -3.5553 -1.3817
H -0.5259 -2.4291 -2.5146
H 0.7528 -2.9564 -1.3917
H 1.2975 -5.1814 -4.1244
C -1.8178 2.2216 1.1758
C -2.6133 3.0320 2.0678
C -4.0331 2.5209 2.1243
O -2.0304 2.9733 3.3758
H -0.8318 2.6370 0.9678
H -2.2893 2.0890 0.2020
H -1.6107 1.2499 1.6241
H -2.6952 4.0772 1.7696
H -4.1124 1.4904 2.4707
H -4.5498 2.6415 1.1722
H -4.5486 3.0720 2.9108
H -1.1815 3.4120 3.2834
*
```

Computed properties:
ΔE to the lowest compared entry with this formula, charge and spin	997.3	kJ/mol
strongest force on any atom	0.14987	hartree/bohr
HOMO	-9.30	eV
orbital gap	0.36078	hartree

=====

Entry 3:
This record from the OMol25 dataset describes 6 unconnected molecules or ions with the total composition C18H48O6. The level of theory is ωB97M-V/def2-TZVPD.

```
! RIJCOSX wB97M-V def2-TZVPD def2/J DEFGRID3
* xyz 0 1
C 1.3659 1.3403 4.2901
C 2.2142 2.4146 3.6524
C 3.7404 2.0175 3.6038
O 1.8173 2.6287 2.2836
H 1.6480 1.1822 5.3310
H 1.5074 0.4102 3.7396
H 0.2941 1.5387 4.2805
H 2.0906 3.3154 4.2535
H 3.7717 1.0329 3.1371
H 4.0813 1.8465 4.6248
H 4.3867 2.6621 3.0081
H 1.8997 3.5795 2.1794
C 2.0278 3.8829 -3.6851
C 1.2728 3.5461 -2.4299
C 2.2451 3.7152 -1.2996
O 0.2109 4.4913 -2.2429
H 1.4695 3.6976 -4.6028
H 2.9348 3.2803 -3.7320
H 2.3368 4.9282 -3.6915
H 0.9095 2.5206 -2.4963
H 2.4638 4.7219 -0.9436
H 3.1796 3.2165 -1.5569
H 1.8704 3.1338 -0.4571
H 0.6540 5.3300 -2.0947
C -5.2964 -1.2556 -1.1779
C -4.8462 -2.6678 -0.9504
C -3.8657 -2.9545 0.2792
O -5.9974 -3.3618 -0.7442
H -4.4578 -0.5689 -1.2930
H -5.9491 -0.9137 -0.3747
H -5.9037 -1.1072 -2.0708
H -4.3259 -2.9141 -1.8759
H -3.9639 -3.9977 0.5797
H -4.0973 -2.3451 1.1527
H -2.8394 -2.7656 -0.0358
H -6.5548 -3.4105 -1.5242
C -0.8222 -2.2801 -2.0725
C -1.4000 -3.4570 -2.8297
C -1.8543 -3.0931 -4.3143
O -0.5148 -4.5145 -3.0004
H 0.1443 -1.8799 -2.3790
H -0.6252 -2.5141 -1.0263
H -1.5238 -1.4505 -2.1601
H -2.3587 -3.7676 -2.4142
H -2.6801 -2.3921 -4.4360
H -2.2200 -4.0020 -4.7922
H -1.0153 -2.7765 -4.9338
H 0.2084 -4.3184 -2.4003
C 2.0925 -1.6068 2.1789
C 2.8804 -0.9719 1.0324
C 4.1969 -1.6852 0.8034
O 2.1156 -1.1750 -0.1081
H 1.2165 -0.9808 2.3487
H 2.6136 -1.8224 3.1117
H 1.8633 -2.6229 1.8576
H 2.9449 0.1049 1.1885
H 4.7178 -1.3009 -0.0736
H 3.8954 -2.7156 0.6146
H 4.8709 -1.5860 1.6542
H 1.4080 -0.5263 -0.1029
C -1.2411 -0.3547 1.6025
C -0.9527 0.8564 0.7461
C -1.4375 2.1680 1.3793
O 0.4369 0.9353 0.4227
H -0.9127 -1.2678 1.1061
H -2.3061 -0.5034 1.7811
H -0.7769 -0.3253 2.5883
H -1.3966 0.6888 -0.2352
H -1.0370 3.0787 0.9341
H -1.2451 2.3289 2.4400
H -2.5232 2.1536 1.2832
H 0.9432 1.4057 1.0890
*
```

Computed properties:
SMILES	CC(C)O.CC(C)O.CC(C)O.CC(C)O.CC(C)O.CC(C)O
ΔE to the lowest compared entry with this formula, charge and spin	152.0	kJ/mol
strongest force on any atom	0.06699	hartree/bohr
HOMO	-9.61	eV
orbital gap	0.36939	hartree

=====

Entry 4:
This record from the OMol25 dataset describes 6 unconnected molecules or ions with the total composition C18H48O6. The level of theory is ωB97M-V/def2-TZVPD.

```
! RIJCOSX wB97M-V def2-TZVPD def2/J DEFGRID3
* xyz 0 1
C 1.9007 -2.0206 -10.8412
C 1.0734 -1.7921 -9.6186
C 1.7971 -1.7602 -8.2361
O 0.3230 -0.6312 -9.9952
H 2.7852 -1.3850 -10.8852
H 1.2588 -1.8794 -11.7108
H 2.3682 -3.0044 -10.8821
H 0.3543 -2.6111 -9.6048
H 2.7953 -1.3263 -8.2959
H 1.9565 -2.7642 -7.8429
H 1.2376 -1.2499 -7.4521
H -0.3420 -0.8825 -10.6402
C -3.7580 -0.8845 8.7987
C -2.9533 -1.5225 7.6341
C -3.7171 -1.4893 6.3108
O -1.7751 -0.7054 7.4552
H -3.2415 -0.4600 9.6597
H -4.3851 -1.7144 9.1245
H -4.5606 -0.2355 8.4485
H -2.6201 -2.4894 8.0111
H -3.1688 -2.0408 5.5470
H -3.8114 -0.4528 5.9872
H -4.6657 -2.0034 6.4655
H -1.7396 -0.6072 6.5009
C -6.4497 -1.8881 1.0752
C -6.1212 -1.4000 -0.4262
C -6.0576 0.1472 -0.7985
O -4.7917 -1.7326 -0.7505
H -5.7933 -1.3592 1.7663
H -6.2752 -2.9640 1.0718
H -7.4762 -1.6542 1.3576
H -6.6874 -1.9819 -1.1535
H -5.7259 0.8129 -0.0017
H -7.0885 0.4625 -0.9597
H -5.3174 0.3049 -1.5830
H -4.8782 -2.3607 -1.4713
C 0.8009 5.2197 -1.7952
C -0.2969 6.2292 -2.2670
C 0.1741 7.4124 -3.2465
O -1.2562 5.3688 -2.8473
H 1.7542 5.7414 -1.7108
H 0.9163 4.3008 -2.3700
H 0.5154 4.9529 -0.7777
H -0.7077 6.6224 -1.3371
H 0.7452 8.1105 -2.6345
H -0.6409 7.7754 -3.8728
H 0.9358 7.0246 -3.9229
H -0.7809 4.5701 -3.0876
C 2.0853 -0.8576 -1.2943
C 0.7622 -1.4315 -0.8944
C 0.7153 -1.8228 0.5820
O -0.1262 -0.3940 -1.2308
H 2.8791 -1.6045 -1.3007
H 2.4411 0.0247 -0.7623
H 1.9497 -0.5761 -2.3386
H 0.5994 -2.3674 -1.4290
H 1.3799 -2.6675 0.7633
H -0.3187 -2.0952 0.7937
H 0.8324 -0.9657 1.2452
H -0.9978 -0.5939 -0.8815
C 8.1805 -0.8267 5.3375
C 6.7471 -0.5130 5.7664
C 5.6787 -0.6376 4.5391
O 6.4047 -1.2477 6.9774
H 8.7329 -1.0508 6.2501
H 8.7789 -0.0937 4.7966
H 8.2239 -1.7094 4.6995
H 6.6863 0.5175 6.1163
H 5.5315 -1.5448 3.9531
H 5.8988 0.1212 3.7882
H 4.6503 -0.6517 4.9003
H 5.6761 -0.8144 7.4279
*
```

Computed properties:
SMILES	CC(C)O.CC(C)O.CC(C)O.CC(C)O.CC(C)O.CC(C)O
ΔE to the lowest compared entry with this formula, charge and spin	387.3	kJ/mol
strongest force on any atom	0.04842	hartree/bohr
HOMO	-9.98	eV
orbital gap	0.38379	hartree

=====

Entry 5:
This record from the OMol25 dataset describes 9 unconnected molecules or ions with the total composition C18H49BF3N17O12. The level of theory is ωB97M-V/def2-TZVPD.

```
! RIJCOSX wB97M-V def2-TZVPD def2/J DEFGRID3
* xyz 0 1
C -0.0185 1.0333 -4.4322
C -1.2009 -0.1236 -4.2824
C -1.3627 -0.5112 -2.6775
O -2.7479 -0.7866 -2.2649
C -3.1783 0.1261 -1.1674
C -2.8825 -0.4656 0.3392
C -4.2474 -1.2335 0.9087
F -4.0551 -1.7814 2.2739
F -4.6579 -2.3343 -0.0373
F -5.4335 -0.3186 0.9766
C -1.6274 -1.5207 0.5586
C -0.3550 -0.5144 0.8169
B 1.1222 -1.1569 1.2144
O 1.9816 -1.5509 0.0431
O 1.5644 -1.2883 2.6351
C 2.7363 -2.1857 2.6502
C -1.0843 0.4716 1.9423
O -0.6433 0.8988 3.1294
N -2.4312 0.7036 1.2397
H 0.8742 0.5455 -5.0136
H 0.3746 1.4384 -3.4028
H -0.4658 1.9291 -5.0474
H -2.2203 0.3164 -4.7017
H -0.8542 -1.0798 -4.9058
H -0.7332 -1.4836 -2.3906
H -0.9208 0.3553 -2.0241
H -2.7856 1.2422 -1.3253
H -4.3627 0.2111 -1.2875
H -1.5532 -2.2853 -0.3539
H -1.6134 -2.1817 1.5451
H -0.0635 0.2697 -0.0216
H 1.4999 -2.2462 -0.4942
H 3.6610 -1.7776 2.0312
H 2.3861 -3.2272 2.2259
H 3.1056 -2.2436 3.7739
H -3.1765 0.7755 1.9941
N 3.9461 3.3896 -4.1859
C 3.6567 2.1174 -4.5139
N 4.6940 1.4179 -5.0081
O 2.5430 1.6369 -4.3743
H 4.8569 3.8031 -4.2935
H 3.1932 3.9510 -3.8101
H 4.5189 0.4560 -5.2677
H 5.6181 1.7962 -5.1304
N 1.2666 2.2372 4.6426
C 2.5102 2.3046 5.1513
N 2.7738 3.4326 5.8352
O 3.3326 1.4143 5.0042
H 0.5756 2.9600 4.7531
H 1.0271 1.4045 4.1206
H 3.6988 3.5234 6.2346
H 2.1097 4.1766 5.9670
N 4.9997 8.1284 5.4436
C 4.8880 6.7907 5.5325
N 4.8024 6.1572 4.3489
O 4.8662 6.1997 6.6006
H 5.0196 8.6328 4.5735
H 5.0669 8.6436 6.3116
H 4.7170 5.1494 4.3710
H 4.8187 6.6265 3.4592
N -2.6573 -1.8924 4.7862
C -2.2908 -2.5868 5.8786
N -3.3155 -3.0818 6.5959
O -1.1230 -2.7542 6.1932
H -3.6134 -1.7439 4.5108
H -1.9164 -1.5027 4.2182
H -3.0832 -3.6109 7.4262
H -4.2833 -2.9545 6.3528
N 3.3579 -2.0447 -8.4981
C 3.4296 -1.3488 -7.3490
N 2.2713 -0.7821 -6.9658
O 4.4620 -1.2404 -6.7063
H 2.5172 -2.1453 -9.0412
H 4.2079 -2.4873 -8.8222
H 2.2817 -0.2490 -6.1061
H 1.4112 -0.8601 -7.4816
N -7.4297 -3.6096 3.9369
C -7.0632 -4.3040 5.0292
N -8.0879 -4.7990 5.7466
O -5.8954 -4.4714 5.3439
H -8.3858 -3.4611 3.6615
H -6.6888 -3.2199 3.3689
H -7.8556 -5.3281 6.5769
H -9.0558 -4.6717 5.5034
N -3.3852 4.9894 0.8995
C -3.7264 4.6818 -0.3649
N -3.7760 3.3629 -0.6251
O -3.9712 5.5306 -1.2076
H -3.1801 4.3047 1.6074
H -3.3363 5.9715 1.1373
H -4.0288 3.0882 -1.5653
H -3.5778 2.6492 0.0556
N 4.4177 -4.5837 -6.0936
C 3.8241 -5.2808 -7.0793
N 4.3082 -6.5236 -7.2545
O 2.9195 -4.8227 -7.7594
H 5.1638 -4.9438 -5.5229
H 4.0830 -3.6434 -5.9286
H 3.8891 -7.0821 -7.9865
H 5.0524 -6.9183 -6.7045
*
```

Computed properties:
SMILES	CCCOC[C@@]1(C(F)(F)F)C[C@H](B(O)OC)C(=O)N1.NC(N)=O.NC(N)=O.NC(N)=O.NC(N)=O.NC(N)=O.NC(N)=O.NC(N)=O.NC(N)=O
strongest force on any atom	0.17239	hartree/bohr
HOMO	-9.18	eV
orbital gap	0.34282	hartree

=====

Entry 6:
This record from the OMol25 dataset describes 5 unconnected molecules or ions with the total composition C18H49BN2O12S. The level of theory is ωB97M-V/def2-TZVPD.

```
! RIJCOSX wB97M-V def2-TZVPD def2/J DEFGRID3
* xyz 0 1
C -0.5900 1.0554 -0.0168
N -0.4038 2.1508 0.9467
C -0.0775 3.4304 0.3537
O -0.9583 4.4474 0.8732
S -2.0967 4.8915 -0.1945
O -3.0149 5.6949 0.5484
O -2.8089 3.4137 -0.4193
B -3.9061 3.0617 0.3993
N -5.0911 2.5312 -0.2486
O -3.8137 3.1921 1.7552
H -1.3806 0.4031 0.3551
H -0.8498 1.3953 -1.0232
H 0.3017 0.4280 -0.0713
H -1.2900 2.2978 1.4144
H 0.9271 3.7548 0.6238
H -0.1505 3.4044 -0.7412
H -5.0856 2.7962 -1.2282
H -5.1087 1.5159 -0.2363
H -4.0647 2.3958 2.2274
C -2.9411 3.2515 -6.0524
O -3.4017 1.9506 -6.3663
C -2.4100 0.9471 -6.2346
C -2.5715 0.1649 -4.9517
O -2.3336 0.9718 -3.8102
C -3.5132 1.4058 -3.1620
H -3.8118 3.9036 -6.0171
H -2.4359 3.2773 -5.0833
H -2.2568 3.6200 -6.8241
H -1.4089 1.3881 -6.2784
H -2.5165 0.2631 -7.0823
H -1.8412 -0.6506 -4.9377
H -3.5727 -0.2752 -4.9078
H -3.9946 0.5661 -2.6446
H -4.2230 1.8527 -3.8641
H -3.2339 2.1532 -2.4224
C 2.8170 -2.3654 -0.6057
O 1.8029 -1.7894 -1.4092
C 2.2893 -1.2012 -2.6042
C 2.0408 -2.0854 -3.8042
O 2.7903 -3.2861 -3.7411
C 2.0345 -4.4073 -3.3244
H 2.3229 -2.9308 0.1839
H 3.4550 -3.0413 -1.1800
H 3.4367 -1.5865 -0.1467
H 3.3573 -0.9791 -2.5167
H 1.7557 -0.2555 -2.7474
H 2.3487 -1.5507 -4.7084
H 0.9710 -2.3047 -3.8861
H 1.3315 -4.7161 -4.1061
H 1.4816 -4.2007 -2.4045
H 2.7348 -5.2205 -3.1429
C -0.2253 -5.1331 1.8405
O 0.7642 -4.3565 2.4885
C 0.3273 -3.0515 2.8329
C -0.0174 -2.9360 4.2993
O -1.1528 -3.7165 4.6359
C -0.8329 -4.9367 5.2769
H 0.1500 -6.1532 1.7817
H -1.1664 -5.1303 2.3959
H -0.4065 -4.7648 0.8242
H -0.5327 -2.7617 2.2205
H 1.1500 -2.3642 2.6087
H -0.2558 -1.8919 4.5250
H 0.8442 -3.2257 4.9085
H -0.4716 -4.7590 6.2957
H -0.0775 -5.4977 4.7210
H -1.7472 -5.5253 5.3278
C 2.3746 2.5778 5.3011
O 2.3240 1.3469 4.6057
C 2.0096 1.4877 3.2277
C 3.2363 1.3654 2.3554
O 4.1383 2.4431 2.5484
C 5.2460 2.1160 3.3649
H 2.7881 2.3767 6.2880
H 3.0109 3.3041 4.7890
H 1.3712 3.0014 5.4190
H 1.5069 2.4390 3.0375
H 1.3118 0.6879 2.9643
H 2.9223 1.3841 1.3061
H 3.7354 0.4089 2.5443
H 5.9335 1.4435 2.8395
H 4.9314 1.6479 4.3010
H 5.7686 3.0442 3.5896
*
```

Computed properties:
strongest force on any atom	0.02206	hartree/bohr
HOMO	-9.14	eV
orbital gap	0.34147	hartree

=====

Look up the orbital gap of the sixth one. 0.34147 hartree

=====

Among the records above, which one has the highest HOMO? C18H49BN2O12S